No. 1
Below is a 7-piece molecular cluster, C54H70ClFN6O8S overall at a distorted geometry, with properties calculated with ωB97M-V/def2-TZVPD.

Geometry as XYZ:
```
141
Properties=species:S:1:pos:R:3:lowdin_charge:R:1
C 7.514 -2.370 2.683 -0.0064
C 6.486 -1.164 3.206 -0.2566
O 6.826 -0.489 4.330 -0.0063
O 5.244 -0.792 2.510 -0.0264
C 4.119 -1.475 3.167 -0.2016
O 4.441 -2.388 4.126 -0.0340
C 2.523 -1.266 2.844 -0.0167
C 1.998 -1.959 1.455 -0.2345
C 2.425 -1.336 0.001 -0.1608
S 3.293 0.322 0.064 0.8152
O 4.801 0.147 -0.366 -0.4315
O 2.665 1.218 -1.074 -0.4627
C 0.331 -1.930 1.578 -0.2062
C -0.407 -0.497 1.877 -0.0747
C -1.345 -0.260 3.240 -0.0026
C -2.144 1.171 3.541 -0.0451
C -2.046 2.467 2.503 -0.0472
C -1.107 2.232 1.143 -0.0504
C -0.331 0.812 0.854 -0.0199
O 0.092 -3.076 2.489 -0.1453
C 0.955 -4.285 2.277 -0.5528
Cl 1.734 -4.664 3.958 0.6872
O 0.225 -5.366 1.598 -0.0130
C -0.690 -6.082 2.500 -0.2329
O -1.389 -5.524 3.513 -0.0056
C -0.981 -7.714 2.276 -0.0512
C -2.510 -8.058 1.692 -0.0094
C -3.046 -9.599 1.438 -0.0582
C -1.948 -10.804 1.791 -0.0646
C -0.415 -10.478 2.376 -0.0574
C 0.090 -8.905 2.626 -0.0151
C 2.114 -3.610 1.282 -0.1987
F 1.552 -4.001 -0.065 -0.0636
C 3.597 -4.301 1.218 -0.0782
C 3.844 -5.109 -0.225 -0.1352
C 4.597 -4.297 -1.478 -0.0271
C 4.932 -5.008 -2.943 -0.0251
C 4.480 -6.592 -3.234 -0.1682
C 4.768 -7.288 -4.705 -0.1583
C 3.746 -7.377 -1.964 -0.0311
C 3.431 -6.672 -0.498 -0.0238
H 8.192 -2.706 3.606 0.1117
H 8.271 -1.929 1.889 0.1014
H 6.891 -3.285 2.247 0.0938
H 2.273 -0.102 2.907 0.1394
H 1.937 -1.745 3.768 0.1491
H 1.422 -1.176 -0.619 0.1326
H 3.096 -2.049 -0.662 0.1168
H 3.135 1.037 1.261 0.0926
H -0.241 -2.292 0.598 0.1812
H -1.524 -1.115 4.050 0.0919
H -2.831 1.313 4.495 0.0170
H -2.620 3.481 2.712 0.0525
H -1.022 3.106 0.355 0.0407
H 0.289 0.673 -0.128 0.0573
H -3.269 -7.169 1.478 0.1039
H -4.149 -9.821 1.052 0.0930
H -2.331 -11.908 1.633 0.0788
H 0.285 -11.411 2.631 0.0888
H 1.169 -8.638 3.053 0.1024
H 3.854 -5.022 2.103 0.1139
H 4.438 -3.455 1.228 0.1179
H 4.966 -3.172 -1.364 0.0845
H 5.488 -4.451 -3.830 0.0916
H 5.902 -7.554 -4.891 0.0848
H 4.479 -6.466 -5.511 0.0506
H 4.137 -8.255 -4.907 0.0651
H 3.420 -8.510 -2.070 0.0852
H 2.928 -7.254 0.413 0.0936
C 0.102 -5.695 -4.495 -0.1088
C 0.100 -5.052 -5.878 -0.2755
C 0.369 -6.055 -7.002 -0.1898
C 1.736 -6.691 -6.806 -0.1078
N 2.869 -7.218 -6.644 0.1049
H 1.078 -6.127 -4.252 0.0633
H -0.123 -4.947 -3.728 0.0743
H -0.653 -6.487 -4.430 0.0783
H 0.856 -4.257 -5.901 0.1132
H -0.872 -4.576 -6.048 0.1087
H 0.344 -5.548 -7.972 0.1129
H -0.396 -6.839 -7.008 0.1161
C 1.555 4.381 -4.711 -0.1119
C 1.615 5.368 -3.550 -0.2705
C 1.573 4.682 -2.183 -0.1793
C 0.277 3.902 -2.039 -0.1135
N -0.798 3.254 -1.919 0.1284
H 0.617 3.817 -4.713 0.0687
H 1.616 4.913 -5.665 0.0740
H 2.386 3.669 -4.663 0.0787
H 0.777 6.071 -3.638 0.1067
H 2.537 5.954 -3.629 0.1111
H 1.633 5.431 -1.385 0.1142
H 2.421 3.998 -2.070 0.1096
C -3.460 4.540 -2.781 -0.1423
C -4.896 5.041 -2.670 -0.2765
C -5.723 4.760 -3.926 -0.1943
C -5.096 5.462 -5.120 -0.1535
N -4.576 6.044 -6.111 0.1049
H -2.917 5.045 -3.586 0.0667
H -2.916 4.736 -1.851 0.0525
H -3.434 3.461 -2.970 0.0725
H -4.882 6.119 -2.467 0.1082
H -5.376 4.558 -1.811 0.1107
H -6.747 5.125 -3.792 0.1111
H -5.769 3.684 -4.124 0.1170
C -1.162 6.886 3.251 -0.1110
C -2.255 7.662 3.979 -0.2767
C -2.649 7.026 5.313 -0.1936
C -3.180 5.622 5.077 -0.1458
N -3.621 4.457 4.880 0.1200
H -1.490 5.875 2.989 0.0556
H -0.893 7.391 2.319 0.0746
H -0.260 6.807 3.869 0.0800
H -3.134 7.732 3.326 0.1127
H -1.906 8.685 4.158 0.1089
H -3.424 7.626 5.801 0.1126
H -1.785 6.976 5.985 0.1157
C -3.013 11.425 -6.745 -0.1195
C -3.607 10.029 -6.587 -0.2771
C -3.362 9.431 -5.200 -0.1993
C -1.868 9.312 -4.949 -0.1644
N -0.628 9.214 -4.741 0.0926
H -1.924 11.415 -6.637 0.0688
H -3.237 11.823 -7.740 0.0720
H -3.428 12.114 -6.001 0.0758
H -3.180 9.373 -7.355 0.1141
H -4.686 10.079 -6.770 0.1095
H -3.818 8.438 -5.133 0.0762
H -3.809 10.063 -4.425 0.1139
C -3.191 1.463 9.507 -0.1162
C -3.031 -0.002 9.111 -0.2771
C -2.521 -0.179 7.679 -0.1873
C -3.507 0.442 6.703 -0.1499
N -4.325 0.958 5.893 0.1204
H -3.935 1.970 8.884 0.0707
H -3.529 1.541 10.545 0.0728
H -2.240 2.000 9.416 0.0775
H -3.996 -0.508 9.227 0.1131
H -2.330 -0.482 9.802 0.1094
H -2.410 -1.244 7.449 0.1143
H -1.543 0.299 7.557 0.1179
```

SMILES   CC(=O)OC(=O)C[C@]1(C[SH](=O)=O)[C@H](c2ccccc2)O[C@@](Cl)(OC(=O)c2ccccc2)[C@]1(F)Cc1ccc(C)cc1.CCCC#N.CCCC#N.CCCC#N.CCCC#N.CCCC#N.CCCC#N
Kohn-Sham gap   7.66 eV
E_tot   -3986.8541 Ha
Charge   0

=====

No. 2
Below is C7H6 in the gas phase at a distorted geometry, with properties calculated with ωB97M-V/def2-TZVPD.

Geometry as XYZ:
```
13
Properties=species:S:1:pos:R:3:lowdin_charge:R:1
C 2.149 0.235 1.206 0.2636
C 1.558 -0.088 0.104 -0.4240
C -0.869 0.785 0.303 -0.1097
C -0.923 -0.746 0.113 -0.1738
C 0.533 1.086 -0.442 -0.1103
C 0.377 -1.093 -0.520 -0.1133
C 1.058 -0.003 -1.320 -0.0237
H -1.747 1.185 -0.208 0.0990
H -0.936 1.043 1.427 0.1355
H -0.898 -1.357 1.078 0.1441
H -1.675 -1.139 -0.450 0.0800
H 0.840 2.156 -0.570 0.1424
H 0.531 -2.065 -0.720 0.0903
```

ΔE to the lowest compared entry with this formula, charge and spin   564.3 kJ/mol
Kohn-Sham gap   7.88 eV
E_tot   -270.0212 Ha
Charge   0

=====

Number 2 is which compound? C7H6